{
  "formula": "C14H22O",
  "method": "ωB97M-V/def2-TZVPD",
  "elements": ["O", "C", "C", "C", "C", "C", "C", "C", "C", "C", "C", "C", "C", "C", "C", "H", "H", "H", "H", "H", "H", "H", "H", "H", "H", "H", "H", "H", "H", "H", "H", "H", "H", "H", "H", "H", "H"],
  "coordinates": [[-0.7879, 3.8460, 1.8235], [-1.8362, 1.5300, 2.9738], [0.5793, 0.2981, 0.1950], [2.5175, -0.6285, -1.1364], [-0.6334, 2.8007, 1.1792], [1.6050, -0.8819, 0.0849], [3.2462, 0.6835, -1.0876], [2.3560, 1.8250, -0.7292], [1.1055, 1.6605, -0.1528], [-2.4035, 1.1553, 0.5599], [2.5053, -1.0645, 1.3373], [0.2193, 2.8713, -0.0480], [-0.1496, 0.3403, 1.5803], [-1.2380, 1.4434, 1.5578], [0.8514, -2.2251, -0.0697], [-2.8315, 0.1700, 0.7642], [1.8815, -0.6411, -2.0456], [2.5823, 2.8270, -1.0796], [3.0709, -0.1628, 1.5408], [0.3318, -2.4847, 0.8713], [3.1787, -1.8959, 1.1372], [0.8181, 3.7935, -0.0386], [0.5599, 0.6282, 2.3541], [3.2287, -1.4834, -1.2285], [-3.2161, 1.8890, 0.7178], [-1.0560, 1.7326, 3.7129], [3.7041, 0.8589, -2.0667], [4.0485, 0.6311, -0.3225], [-2.0736, 1.1801, -0.4817], [0.1093, -2.1770, -0.8750], [1.5801, -3.0136, -0.2661], [-0.1635, 0.0993, -0.6118], [-2.3643, 0.6180, 3.2696], [1.8768, -1.2631, 2.2233], [-0.6117, -0.6295, 1.8222], [-2.5857, 2.3301, 3.0479], [-0.4259, 2.9186, -0.9338]],
  "forces_ev_per_angstrom": [[-0.19, -2.06, -0.62], [-0.33, 0.41, 0.04], [-0.37, -0.74, 0.37], [-0.75, -1.15, -0.26], [-0.05, 2.15, 1.08], [0.23, 0.01, 0.28], [0.76, 0.29, 0.57], [-3.10, -0.31, 0.81], [3.49, 0.25, -1.69], [0.18, 0.20, 0.36], [-0.98, 0.49, -0.21], [0.23, -0.45, -0.13], [-0.21, 0.63, -1.59], [-0.94, -0.07, 0.76], [-0.09, 0.56, 0.24], [0.14, -0.01, -0.01], [0.23, -0.06, 0.31], [0.35, -0.02, 0.18], [0.26, 0.14, 0.09], [0.16, 0.10, -0.43], [0.09, -0.04, 0.24], [-0.31, -0.30, 0.10], [0.15, -0.22, 0.10], [-0.39, 0.56, 0.00], [0.45, -0.22, -0.20], [-0.10, 0.01, -0.07], [0.16, 0.11, 0.22], [-0.04, 0.01, -0.54], [-0.15, 0.04, 0.09], [0.17, -0.13, 0.04], [-0.13, -0.06, -0.11], [0.05, -0.09, 0.57], [0.26, -0.14, -0.24], [0.41, -0.14, -0.32], [0.16, 0.33, 0.00], [0.34, -0.05, -0.08], [-0.14, -0.06, 0.06]],
  "homo_ev": -8.648,
  "e_lumo_ev": 0.7,
  "homo_lumo_gap_ev": 9.306,
  "largest_force_ev_per_a": 3.89,
  "smiles": "CC1(C)C[C@H]2C(=CCCC2(C)C)CC1=O",
  "multiplicity": 1
}

---

{
  "formula": "C27H28BrClCrN6O11",
  "method": "ωB97M-V/def2-TZVPD",
  "elements": ["Br", "Cr", "Cl", "O", "O", "O", "O", "O", "O", "O", "O", "O", "O", "O", "N", "N", "N", "N", "N", "N", "C", "C", "C", "C", "C", "C", "C", "C", "C", "C", "C", "C", "C", "C", "C", "C", "C", "C", "C", "C", "C", "C", "C", "C", "C", "C", "C", "H", "H", "H", "H", "H", "H", "H", "H", "H", "H", "H", "H", "H", "H", "H", "H", "H", "H", "H", "H", "H", "H", "H", "H", "H", "H", "H", "H"],
  "coordinates": [[-3.0204, 4.2144, -6.9106], [-0.2438, -0.4827, -0.9306], [3.2895, -4.3614, 1.8950], [1.2987, 0.6175, -1.3902], [2.6951, 2.2923, -1.7248], [-1.5996, -1.6058, -0.1325], [-1.4103, 0.8520, -1.6669], [-3.2266, -1.4726, -1.6620], [-0.5476, 0.6795, -3.7396], [-0.2913, -4.0435, -2.7152], [-0.2674, -1.8254, -2.4059], [-0.2355, 0.4957, 0.8073], [2.0680, -6.5216, 0.1601], [0.7930, -6.1181, -1.6156], [-0.6114, 2.4163, 1.9267], [-0.7461, 0.3689, 3.0023], [2.4453, -0.8856, -3.3942], [1.9071, -2.3502, 0.8372], [-3.9659, 3.8559, -2.9038], [1.1185, -2.0490, -0.2144], [-3.0552, 3.6215, -5.0947], [-0.5227, 1.0712, 1.8596], [2.1609, -3.6950, 0.8227], [-0.9109, -1.0669, 2.9593], [-1.3151, 1.1451, -2.9098], [-3.1574, 2.8781, -2.4947], [2.8478, 0.5117, -3.2600], [-0.9064, 3.0949, 3.1672], [-3.5094, -2.9305, 0.2051], [-2.2754, 2.2385, -3.3569], [0.8831, -3.1710, -0.8790], [2.2337, 1.2016, -2.0357], [-3.9030, 4.2406, -4.1854], [3.2240, 0.9249, 1.8718], [2.7665, -0.1070, 1.0719], [1.5090, -4.2780, -0.2493], [0.0403, -3.0193, -2.1006], [2.6203, -1.5181, 3.0289], [-0.2578, 2.3719, 4.3226], [3.1338, -0.4887, 3.7936], [-2.7505, -1.9249, -0.6401], [-2.2394, 2.5951, -4.6793], [2.4375, -1.3214, 1.6524], [3.4389, 0.7486, 3.2220], [1.4853, -5.7426, -0.5603], [-0.5059, 3.2331, 0.7323], [-0.7346, 0.9293, 4.3430], [-3.2083, 2.5274, -1.4728], [-0.0293, -1.5640, 3.3772], [0.8188, 2.3864, 4.1934], [-0.3485, 2.6069, -0.1478], [-1.4502, 3.7879, 0.5907], [-0.5372, 2.8841, 5.2471], [-3.9586, -3.6881, -0.4319], [3.4561, 1.8732, 1.3879], [-0.0569, 0.3144, 4.9483], [0.3196, 3.9352, 0.8479], [-1.7623, -1.3072, 3.6074], [2.9288, -1.3070, -4.1875], [3.9369, 0.5839, -3.1267], [3.8574, 1.5413, 3.8205], [-2.0010, 3.1938, 3.3411], [0.3079, -5.3565, -2.0637], [-0.4994, 4.1153, 3.0854], [-2.8594, -3.3871, 0.9548], [-1.1085, -1.4451, 1.9448], [3.2411, -0.6748, 4.8494], [2.5730, 1.1315, -4.1251], [-1.5535, 2.0757, -5.3137], [-4.3282, -2.3966, 0.6838], [-1.7577, 0.8523, 4.7701], [2.5855, 0.0381, 0.0160], [1.4559, -0.9466, -3.5872], [2.3294, -2.4507, 3.4867], [-4.5380, 5.0573, -4.5247]],
  "forces_ev_per_angstrom": [[-0.04, -0.07, 0.24], [0.43, -0.29, -0.41], [0.06, -0.25, 0.10], [-0.30, -0.25, 0.00], [0.10, 0.26, 0.23], [0.24, 0.14, 0.35], [0.02, -0.21, 0.37], [-0.11, -0.09, 0.05], [-0.03, 0.03, 0.27], [0.14, 0.15, 0.04], [0.14, -0.12, 0.18], [-0.02, -0.07, 0.06], [-0.09, -0.01, -0.25], [0.01, -0.19, 0.12], [0.01, 0.09, -0.08], [0.08, -0.06, -0.07], [0.58, -0.11, -0.20], [-0.40, -0.84, -0.65], [-0.09, 0.30, -0.12], [-0.03, -0.28, -0.14], [-0.23, 0.26, -0.10], [0.02, 0.08, 0.37], [0.18, 0.49, -0.03], [-0.10, -0.40, -0.01], [-0.13, 0.36, -0.77], [-0.01, -0.13, -0.56], [-0.20, -0.18, 0.14], [-0.29, 0.45, -0.01], [0.02, -0.05, 0.02], [0.20, -0.47, 0.62], [0.35, 0.38, 0.73], [0.26, 0.13, -0.59], [0.17, -0.27, 0.11], [0.37, 0.56, -0.45], [-0.32, -0.38, -0.04], [-0.16, 0.38, -0.04], [-0.43, -0.19, -0.38], [-0.28, 0.11, -0.64], [-0.38, -0.12, 0.13], [-0.15, 0.10, 0.00], [-0.41, 0.00, -0.32], [-0.05, 0.36, -0.23], [0.42, 0.26, 0.79], [-0.10, -0.57, 0.22], [0.08, 0.19, 0.24], [-0.36, 0.04, -0.28], [-0.36, 0.14, -0.02], [-0.12, 0.22, 0.11], [-0.03, -0.02, -0.05], [0.26, 0.10, 0.05], [0.11, 0.07, 0.20], [0.34, -0.09, 0.04], [0.21, -0.16, 0.04], [0.05, -0.06, -0.06], [-0.08, -0.17, 0.11], [-0.15, 0.06, 0.04], [0.02, 0.05, -0.13], [0.02, -0.13, -0.13], [-0.15, 0.14, 0.23], [-0.28, -0.06, -0.10], [-0.02, 0.14, 0.12], [0.41, -0.09, -0.18], [0.10, 0.26, -0.10], [-0.17, -0.29, 0.02], [-0.17, 0.02, -0.05], [0.08, 0.34, 0.35], [0.18, 0.15, 0.23], [0.06, 0.03, 0.09], [0.25, -0.16, -0.39], [-0.05, 0.00, 0.18], [0.46, 0.03, -0.09], [0.11, 0.03, 0.15], [-0.30, 0.08, 0.04], [0.04, -0.02, 0.05], [0.01, -0.13, 0.25]],
  "homo_ev": [-6.181, -6.193],
  "e_lumo_ev": [2.1, 2.1],
  "homo_lumo_gap_ev": [8.232, 8.244],
  "largest_force_ev_per_a": 1.13,
  "multiplicity": 4,
  "total_charge": -1
}

---

{
  "formula": "C6H13N",
  "method": "ωB97M-V/def2-TZVPD",
  "elements": ["N", "C", "C", "C", "C", "C", "C", "H", "H", "H", "H", "H", "H", "H", "H", "H", "H", "H", "H", "H"],
  "coordinates": [[-1.6173, 2.2269, -0.8873], [1.0975, -1.6002, 0.3945], [1.1254, 0.7696, -0.5853], [-1.3046, 1.3273, 0.2605], [0.2414, 1.4330, 0.5731], [0.9053, -0.7427, -0.6564], [0.4581, -3.0073, 0.4739], [-1.7250, 1.7929, 1.1484], [-2.2377, 3.0013, -0.6798], [2.1834, 0.9922, -0.6066], [0.3097, 0.7382, 1.3846], [1.6802, -1.2797, 1.2669], [-2.0163, 1.8877, -1.7972], [-0.6200, -3.1225, 0.6258], [0.6915, -3.5532, -0.4408], [-1.5099, 0.2359, 0.1996], [0.4970, 2.5401, 0.8570], [0.9497, -3.5072, 1.2971], [0.2580, -1.2597, -1.3646], [0.6337, 1.1273, -1.4633]],
  "forces_ev_per_angstrom": [[-0.94, -0.23, -1.54], [0.02, -0.73, 0.81], [-2.01, -0.97, 0.42], [1.81, 0.99, -0.42], [0.13, 0.40, -1.00], [-0.65, -0.33, 0.79], [1.61, 1.05, -0.30], [-0.64, -0.33, 0.11], [0.15, -0.20, 0.63], [0.36, 0.52, 0.41], [0.57, 0.04, 1.16], [-0.32, -0.08, -0.10], [0.83, -0.47, 1.55], [-0.51, 0.58, 0.04], [-0.06, -0.24, -0.03], [-0.39, 0.91, -0.40], [-0.27, -1.98, -0.51], [0.08, -0.49, 0.21], [-0.01, 0.87, -0.80], [0.25, 0.68, -1.04]],
  "homo_ev": [1.512, -3.851],
  "e_lumo_ev": [4.3, 4.1],
  "homo_lumo_gap_ev": [2.780, 7.980],
  "largest_force_ev_per_a": 2.27,
  "multiplicity": 2,
  "total_charge": -1
}

---

{
  "formula": "C49H42BrF4INO4PSTeTi",
  "method": "ωB97M-V/def2-TZVPD",
  "elements": ["I", "Te", "Br", "Ti", "S", "P", "F", "F", "F", "F", "O", "O", "O", "O", "N", "C", "C", "C", "C", "C", "C", "C", "C", "C", "C", "C", "C", "C", "C", "C", "C", "C", "C", "C", "C", "C", "C", "C", "C", "C", "C", "C", "C", "C", "C", "C", "C", "C", "C", "C", "C", "C", "C", "C", "C", "C", "C", "C", "C", "C", "C", "C", "C", "C", "H", "H", "H", "H", "H", "H", "H", "H", "H", "H", "H", "H", "H", "H", "H", "H", "H", "H", "H", "H", "H", "H", "H", "H", "H", "H", "H", "H", "H", "H", "H", "H", "H", "H", "H", "H", "H", "H", "H", "H", "H", "H"],
  "coordinates": [[3.5098, -1.9042, -1.0352], [0.3789, -2.3168, 0.6894], [1.8894, 0.3065, -3.9208], [0.7517, 0.4297, -1.8761], [-0.8813, 1.9807, -0.2560], [2.5581, 3.2776, -1.4888], [4.6349, 5.4794, -0.9356], [6.4492, 6.4795, -2.6583], [4.9289, 3.6091, -6.0466], [6.5943, 5.5406, -5.1882], [-0.2472, 0.6728, 0.0802], [-0.6367, 3.0258, 0.6871], [-1.0365, -0.2415, -2.7958], [-0.4017, 2.2030, -1.6474], [0.2476, -1.5207, -1.5602], [2.7376, 2.7668, 1.2727], [-3.6916, -3.3968, -3.6983], [1.5440, 4.7640, -1.1195], [0.5643, 5.0796, -2.0605], [1.6067, -4.1319, 2.8054], [-1.9681, -4.9344, -3.0184], [4.8003, 4.0142, -4.7370], [5.6731, 5.0102, -4.3538], [2.6281, -3.0265, 2.9009], [-3.3678, 2.0488, 0.8133], [-2.8894, -2.3305, -3.3250], [0.9095, 6.7251, 0.1367], [-1.5608, -5.1608, 0.9126], [-2.6309, 1.7685, -0.3260], [5.6102, 5.4981, -3.0548], [4.7192, 1.9623, 2.3814], [-0.7906, -1.4220, -2.3414], [1.7128, 5.6045, -0.0231], [3.8270, 3.9443, -2.6117], [0.5114, -4.0784, 1.9305], [-0.6327, -1.0440, 3.5121], [-4.6322, 1.2125, -1.5055], [-5.3943, 1.4748, -0.3688], [2.4931, -0.0504, -0.7368], [5.4312, 2.1190, 1.2018], [4.6802, 4.9665, -2.1921], [3.4466, 2.9286, 0.0796], [-1.1668, -3.8690, -2.6367], [1.7551, -5.2481, 3.6246], [-3.9694, -1.7522, 0.8819], [-0.0657, 7.0272, -0.8026], [-1.7838, -1.3273, 2.5861], [-0.1958, -6.2444, 2.6892], [3.3702, 2.2933, 2.4130], [0.8640, -6.3096, 3.5845], [-3.2557, 1.3607, -1.4973], [-3.2326, -4.6992, -3.5418], [1.0361, -7.5058, 4.4809], [-4.7455, 1.9003, 0.7839], [-0.2316, 6.2040, -1.9079], [-0.3882, -5.1493, 1.8548], [-1.6000, -1.8610, 1.3060], [4.8004, 2.5993, 0.0625], [-1.6316, -2.5662, -2.7803], [-2.6834, -2.0575, 0.4621], [-6.8876, 1.2950, -0.3970], [-3.0845, -1.0411, 2.9941], [3.8604, 3.4361, -3.9187], [-4.1694, -1.2514, 2.1576], [3.1263, -2.8492, 1.9455], [1.0537, 7.3691, 0.9959], [-2.8643, 2.3944, 1.7060], [-0.1008, -1.9612, 3.7767], [-3.8585, -5.5317, -3.8376], [-7.3397, 1.8933, -1.1896], [-4.6739, -3.2156, -4.1161], [1.6847, 3.0047, 1.3098], [3.2413, 0.6808, -1.0296], [-3.2214, -1.3069, -3.4428], [-1.6054, -5.9489, -2.9115], [0.0825, -0.3638, 3.0417], [-0.8928, -7.0747, 2.6295], [2.5975, -5.2862, 4.3071], [-1.8847, -6.1838, 0.7196], [2.8034, 2.1790, 3.3299], [-2.6655, 1.1650, -2.3804], [-0.6901, 7.9036, -0.6771], [0.4292, 4.4332, -2.9199], [1.0288, -8.4321, 3.9043], [-5.1267, 0.8980, -2.4182], [1.9755, -7.4550, 5.0302], [-0.1721, -4.0271, -2.2376], [-4.8040, -1.9052, 0.2089], [-2.5367, -2.4755, -0.5222], [-2.4066, -4.6115, 1.3310], [-5.1683, -1.0085, 2.4985], [-1.3171, -4.6954, -0.0441], [2.1731, -2.0800, 3.2029], [0.2238, -7.5677, 5.2080], [-5.3245, 2.1179, 1.6738], [6.4836, 1.8657, 1.1644], [-3.2413, -0.6311, 3.9854], [-0.9857, -0.5809, 4.4330], [2.4832, 5.3912, 0.7051], [2.3311, 0.0333, 0.3381], [-7.3393, 1.5895, 0.5497], [-0.9851, 6.4347, -2.6511], [5.3634, 2.7135, -0.8570], [-7.1499, 0.2519, -0.5870], [3.3916, -3.2807, 3.6353], [5.2115, 1.5865, 3.2703]],
  "forces_ev_per_angstrom": [[-0.01, -0.04, -0.02], [0.03, -0.04, -0.03], [0.00, 0.07, -0.01], [0.03, 0.11, -0.04], [0.05, 0.02, -0.03], [0.01, -0.04, 0.10], [0.01, 0.01, 0.00], [0.00, 0.00, 0.00], [0.00, 0.00, 0.01], [0.00, 0.01, 0.00], [-0.02, 0.08, 0.08], [0.01, -0.01, 0.01], [0.03, -0.02, -0.03], [-0.13, -0.03, -0.06], [-0.10, 0.09, 0.11], [0.15, -0.02, 0.00], [0.00, -0.01, -0.01], [0.06, 0.04, 0.03], [0.00, -0.04, -0.02], [-0.02, 0.01, 0.01], [0.00, 0.00, 0.00], [0.02, 0.00, 0.00], [-0.01, -0.01, -0.02], [0.00, 0.02, 0.00], [0.00, 0.00, 0.02], [0.00, 0.02, 0.01], [0.00, -0.01, 0.01], [0.01, 0.01, 0.00], [-0.01, -0.02, -0.04], [0.01, 0.00, 0.01], [-0.01, 0.00, 0.02], [0.07, -0.12, 0.03], [-0.02, -0.02, -0.02], [-0.02, -0.05, -0.04], [0.02, 0.00, 0.00], [0.00, 0.01, 0.00], [0.01, 0.01, -0.01], [-0.01, -0.02, -0.01], [0.07, -0.07, -0.05], [0.00, -0.01, 0.00], [-0.03, 0.03, -0.01], [-0.06, 0.09, 0.04], [0.00, 0.02, 0.00], [-0.01, -0.01, 0.01], [-0.02, 0.03, -0.01], [0.00, 0.00, 0.00], [0.00, 0.02, 0.01], [0.00, 0.00, 0.00], [0.00, 0.01, 0.00], [-0.01, 0.00, -0.01], [-0.01, -0.01, 0.02], [0.00, 0.01, 0.00], [0.00, 0.00, 0.00], [0.00, -0.03, 0.02], [0.00, 0.00, 0.01], [-0.01, 0.01, 0.00], [0.01, 0.00, -0.02], [0.02, 0.00, -0.03], [-0.01, 0.00, 0.02], [0.00, -0.02, 0.02], [0.00, 0.00, 0.00], [0.02, 0.01, 0.00], [0.00, 0.00, 0.00], [-0.02, 0.02, -0.02], [0.00, 0.00, 0.00], [0.00, 0.00, 0.00], [0.00, 0.00, 0.00], [-0.01, -0.01, 0.00], [0.00, 0.00, 0.00], [0.00, 0.00, 0.00], [0.00, 0.00, 0.00], [-0.14, 0.02, -0.01], [0.00, -0.05, -0.02], [0.00, 0.00, 0.00], [0.00, 0.00, 0.00], [0.00, 0.00, 0.00], [0.00, 0.00, 0.00], [0.00, 0.00, 0.00], [0.00, 0.00, 0.00], [0.00, 0.00, 0.00], [0.00, 0.00, 0.00], [0.00, 0.00, 0.00], [0.00, 0.01, 0.00], [0.00, 0.00, 0.00], [0.00, 0.00, 0.00], [0.00, 0.00, 0.00], [0.00, 0.00, -0.01], [0.00, 0.00, 0.01], [0.01, 0.00, -0.04], [0.01, -0.01, 0.00], [0.00, 0.00, 0.00], [0.00, -0.01, 0.03], [0.01, -0.01, 0.00], [0.00, 0.00, 0.00], [0.00, 0.00, 0.00], [0.00, 0.00, 0.00], [0.00, 0.00, 0.00], [0.00, 0.00, 0.00], [0.02, -0.01, 0.02], [0.01, 0.00, -0.02], [0.00, 0.00, 0.00], [0.00, 0.00, 0.00], [-0.01, -0.02, 0.02], [0.00, 0.00, 0.00], [0.00, 0.00, 0.00], [-0.01, 0.00, 0.00]],
  "homo_ev": [-3.935, -3.935],
  "e_lumo_ev": [1.7, 0.3],
  "homo_lumo_gap_ev": [5.664, 4.213],
  "largest_force_ev_per_a": 0.17,
  "multiplicity": 2,
  "total_charge": -1
}

---

Table of energy above the lowest of the compared OMol25 structures with the same formula, charge and spin (kcal/mol), in record order: 1.5; 13.8; 43.9; 41.8